# 1
Here is C37H33Co2NO6P as an isolated structure in a non-equilibrium geometry from the Open Molecules 2025 dataset. Energies are from the ωB97M-V functional and the def2-TZVPD basis.

Calculated values
Frontier orbital gap, eV: 4.812
Net charge: -1
Total energy, hartree: -5042.70056
Energy above the lowest of the compared OMol25 structures with the same formula, charge and spin, eV: 1.774
Max |F|, eV/A: 4.4

Last column: Mulliken charge in e.
Positions of all 80 atoms, in Å:
1 Co -0.7942 -1.8390 0.2156  0.694
2 Co 0.4972 -1.7447 -1.7744  0.960
3 P -2.5374 -1.0677 -0.8031  1.608
4 O 2.1096 -2.8807 -3.8951  -0.436
5 O 0.1115 0.5256 1.6517  -0.621
6 O -2.2095 -3.6624 1.9803  -0.482
7 O 2.1771 0.5668 -1.1647  -0.420
8 O 3.4198 6.1004 2.6484  -0.383
9 O -1.0200 -0.9609 -4.1541  -0.447
10 N 3.8913 3.4136 2.4882  0.219
11 C 1.8648 -3.0046 0.6776  -2.377
12 C 4.3952 2.0860 2.6244  -0.967
13 C 1.4667 -0.3400 -1.3172  -0.083
14 C -4.6692 0.0997 2.4861  -0.713
15 C -5.8944 -0.5567 2.3389  -0.535
16 C -0.2692 -0.3962 1.0493  0.212
17 C -1.4632 2.6478 -2.2142  -0.799
18 C 4.5869 5.7478 1.9162  -0.583
19 C 3.3563 -1.0533 0.8774  -0.256
20 C -6.1198 -1.3919 1.2417  -0.662
21 C 0.8694 -2.6087 -0.2083  1.596
22 C 4.3133 -3.2346 0.3662  -0.444
23 C -0.5258 -1.2333 -3.1402  0.737
24 C 3.3412 5.4077 3.8868  -0.598
25 C 4.6277 4.2651 1.5671  -0.261
26 C -3.8999 -0.8915 0.4109  0.631
27 C 5.7096 -1.2751 0.3833  -0.861
28 C -1.4232 1.3720 -1.6441  -0.058
29 C -3.7055 -1.7436 -3.3009  -0.592
30 C -2.5868 0.6079 -1.5483  0.314
31 C -2.6697 3.1495 -2.7054  -0.591
32 C -3.9049 -4.4515 -2.6446  -0.787
33 C 3.1867 -2.4320 0.6549  0.254
34 C 5.5631 -2.6601 0.2251  -0.424
35 C -5.1268 -1.5478 0.2710  -0.215
36 C -4.3250 -4.0051 -3.8990  -0.611
37 C -4.1985 -2.6524 -4.2396  -0.652
38 C -3.8149 1.1521 -1.9569  -0.568
39 C -3.2777 -2.1814 -2.0459  0.094
40 C -3.3638 -3.5452 -1.7270  -0.402
41 C -0.2393 -3.1430 -0.9371  -0.655
42 C 4.5890 -0.4629 0.6259  -0.488
43 C -3.6693 -0.0725 1.5262  -0.429
44 C 1.4762 -2.4087 -3.0527  -0.048
45 C 3.2702 3.9011 3.7040  -0.342
46 C -1.6257 -2.9053 1.3219  -0.081
47 C -3.8483 2.4111 -2.5634  -0.722
48 H 4.6825 0.6222 0.5910  0.712
49 H 2.5169 -0.5032 1.3063  0.479
50 H -3.0030 -3.8996 -0.7622  0.263
51 H 5.4931 5.9933 2.5045  0.314
52 H 4.6294 1.8648 3.6766  0.267
53 H -7.0675 -1.9186 1.1295  0.396
54 H 1.7261 -3.9493 1.1987  0.362
55 H -2.6883 4.1205 -3.1941  0.373
56 H 4.5485 6.3636 1.0062  0.294
57 H 3.6610 1.3367 2.3155  0.115
58 H -0.4799 0.9620 -1.2717  -0.154
59 H 4.1810 4.1496 0.5663  0.153
60 H 4.2272 5.6422 4.5083  0.303
61 H 3.7396 3.4199 4.5771  0.324
62 H 4.1476 -4.3086 0.2436  0.400
63 H -0.5461 3.2294 -2.2734  0.463
64 H -4.7357 0.5831 -1.8125  0.506
65 H -4.7534 -4.7094 -4.6149  0.342
66 H 5.2900 1.9402 2.0149  0.417
67 H 6.6870 -0.8151 0.2717  0.381
68 H -3.9898 -5.5045 -2.3680  0.416
69 H -0.5224 -4.1624 -1.1250  0.489
70 H 2.4269 5.7795 4.3686  0.302
71 H -4.7974 2.8066 -2.9236  0.386
72 H -2.7033 0.4226 1.6416  0.310
73 H -5.3113 -2.1867 -0.5901  0.279
74 H -4.4787 0.7488 3.3432  0.395
75 H 5.6802 3.9402 1.5189  0.325
76 H 2.2100 3.6079 3.6722  0.155
77 H -6.6764 -0.4091 3.0824  0.349
78 H -3.6729 -0.6837 -3.5505  0.436
79 H -4.4874 -2.3013 -5.2353  0.378
80 H 6.4257 -3.2833 -0.0186  0.342

Forces on atoms 1 to 2 (eV/Å):
-2.7 2.5 0.3
1.1 3.2 -2.7

# 2
Here is C37H33FI2N7ORu as an isolated structure from the Open Molecules 2025 dataset. Energies are from the ωB97M-V functional and the def2-TZVPD basis.

Calculated values
Frontier orbital gap (alpha / beta), eV: 4.248 / 4.811
2S+1: 6
Total energy, hartree: -2678.38080
Energy above the lowest of the compared OMol25 structures with the same formula, charge and spin, eV: 1.306
Max |F|, eV/A: 0.8

Last column: Löwdin spin population.
Positions of all 82 atoms, in Å:
1 I 1.3303 -0.5954 -5.1226  0.003
2 I -4.5791 -1.5505 -4.9243  0.001
3 Ru 0.6742 -0.8913 0.2473  2.652
4 F 2.2225 -0.1242 1.1634  0.095
5 O 0.8933 -0.9325 -2.0142  0.138
6 N 0.7361 -2.8767 0.7821  0.344
7 N -1.2749 -1.3673 -0.5228  0.012
8 N 2.9156 -2.1689 -0.5314  0.091
9 N 0.2167 1.0658 -0.1061  0.217
10 N -0.0285 -1.1837 2.7943  0.096
11 N -1.5014 5.8838 0.1980  0.108
12 N 0.6518 6.1790 -0.3478  0.030
13 C 0.1274 7.4467 -0.2034  0.013
14 C -0.1641 9.7929 -0.1068  0.031
15 C -2.3025 -1.6863 0.2259  0.011
16 C 2.1447 -3.2020 -1.1130  0.054
17 C -2.7692 -1.3145 -3.8958  0.008
18 C -0.9785 1.6410 0.3050  0.116
19 C -1.6374 -1.0585 -4.6244  -0.001
20 C -0.3626 5.2731 -0.0912  0.036
21 C 0.1096 -3.4322 1.8712  0.008
22 C -1.1894 2.9753 0.3030  0.039
23 C 0.4105 -5.1197 -2.1575  0.000
24 C 0.6799 8.7123 -0.3263  0.004
25 C -0.2325 -1.0126 -2.6192  0.006
26 C -1.4350 -1.2587 -1.8705  0.002
27 C -2.6988 -1.4341 -2.4910  -0.001
28 C 2.3893 -3.7512 -2.3603  -0.006
29 C -0.3968 -2.5612 2.8689  0.075
30 C -0.3929 -0.9166 -3.9998  0.013
31 C 3.7028 -2.5821 0.6310  0.010
32 C 1.5265 -4.7057 -2.8786  0.058
33 C -3.5849 -1.8771 -0.3014  -0.001
34 C 1.0155 -3.6211 -0.3758  0.028
35 C 0.1534 -4.5812 -0.9112  0.048
36 C -0.1608 3.8650 -0.1339  0.241
37 C 1.0493 3.2540 -0.6047  0.063
38 C 1.2540 -1.0038 3.5155  0.008
39 C -1.2208 7.2344 0.1329  0.000
40 C 1.2049 1.9132 -0.5667  0.105
41 C -1.5108 9.6027 0.2231  0.005
42 C -0.0591 -4.8182 2.0423  0.075
43 C -1.3933 -4.4418 4.0041  0.093
44 C 3.7070 -1.3436 -1.4401  0.004
45 C -1.0109 -0.2324 3.3202  0.007
46 C -3.7847 -1.7367 -1.6429  0.007
47 C -0.8050 -5.3131 3.0934  -0.007
48 C -1.1691 -3.0741 3.8963  -0.009
49 C -2.0524 8.3323 0.3464  0.026
50 H 4.5818 -3.1581 0.3173  0.003
51 H 4.5738 -1.8848 -1.8409  0.003
52 H 2.0204 -1.6347 3.0772  0.000
53 H 4.0661 -0.4863 -0.8718  0.000
54 H -1.7055 -0.9756 -5.7006  0.000
55 H -2.1186 -1.7927 1.2855  0.001
56 H 1.7227 8.8600 -0.5809  -0.001
57 H 3.0803 -0.9983 -2.2586  0.000
58 H 1.8549 3.8456 -1.0226  0.002
59 H -0.2739 -5.8430 -2.5804  -0.001
60 H 3.2302 -3.4087 -2.9471  -0.001
61 H -0.6802 0.7736 3.0662  0.002
62 H 1.7168 -5.1183 -3.8609  0.003
63 H 1.1195 -1.2622 4.5731  0.001
64 H 1.5751 0.0280 3.4196  0.000
65 H 0.2245 10.8001 -0.1926  0.002
66 H -1.1080 -0.2942 4.4095  0.003
67 H -3.0931 8.1821 0.6050  0.001
68 H 2.1082 1.4401 -0.9208  0.006
69 H -4.4033 -2.1277 0.3597  0.000
70 H -1.9891 -0.3981 2.8717  0.000
71 H 0.4039 -5.4970 1.3385  0.003
72 H 1.6103 5.9515 -0.5347  0.001
73 H -0.7517 -4.8500 -0.3804  0.001
74 H -2.1392 10.4705 0.3840  0.000
75 H 3.1070 -3.1961 1.3020  0.002
76 H 4.0221 -1.6883 1.1634  0.000
77 H -1.7550 0.9595 0.6268  0.008
78 H -0.9311 -6.3824 3.2013  -0.002
79 H -1.5793 -2.4058 4.6415  -0.002
80 H -1.9971 -4.8252 4.8163  0.005
81 H -4.7722 -1.8689 -2.0654  0.000
82 H -2.1403 3.3825 0.6189  0.001

Forces on atoms 1 to 2 (eV/Å):
-0.1 0.0 0.0
0.1 0.0 0.1

The lowest energy above the lowest of the compared OMol25 structures with the same formula, charge and spin belongs to which entry?
C37H33FI2N7ORu

The highest energy above the lowest of the compared OMol25 structures with the same formula, charge and spin belongs to which entry?
C37H33Co2NO6P